1.
Formula: C30H31F2LiO
Source: the Open Molecules 2025 dataset
Level of theory: ωB97M-V with the def2-TZVPD basis set

The multiplicity is 1. The LUMO energy is -2.3 eV. As for the orbital gap: 3.72 eV. The total energy is -1444.1708 a.u. As for the strongest force on any atom: 3.76 eV/A. The relative energy (zero: lowest compared OMol25 entry of this formula, charge and spin) is 0.0 kcal per mole.

Structure (XYZ):
```
65
Properties=species:S:1:pos:R:3:forces:R:3
C 5.7641 -0.4066 0.6021 -0.110 -0.206 0.013
C 4.6342 0.5368 0.1540 -0.174 -0.127 0.157
C 4.7324 1.8111 0.9967 -0.064 0.002 0.003
C 4.8859 0.9115 -1.3155 -0.263 -0.129 -0.101
C 3.2347 -0.1236 0.2774 -0.226 0.992 0.673
C 2.1908 0.4606 0.9481 1.312 0.615 -0.972
C 0.8778 -0.1090 1.0078 -2.101 1.650 0.871
C -0.2386 0.6346 1.5098 3.618 -0.898 -0.494
C -1.3567 0.0478 2.1402 -2.085 -0.389 1.018
C -1.4926 -1.3277 2.4935 -0.319 0.507 -0.429
C -2.7523 -1.8236 2.8073 0.202 -0.545 0.547
F -2.8528 -3.1564 3.1347 0.016 1.372 -0.346
C -3.9159 -1.0471 2.8365 0.240 0.137 -0.128
C -3.7164 0.3068 2.5923 -0.693 0.729 -0.039
F -4.8288 1.1662 2.3754 1.488 -0.829 0.944
C -2.4677 0.8972 2.4492 0.491 -0.378 -0.543
C 0.7000 -1.3972 0.4327 0.315 -1.790 -0.789
C 1.6717 -2.0479 -0.2829 -1.257 -0.030 0.543
C 1.3817 -3.3856 -1.0079 0.001 0.261 0.100
C 1.4854 -3.1530 -2.5221 0.085 0.217 -0.006
C -0.0317 -3.8920 -0.6958 -0.010 0.095 0.006
C 2.3825 -4.4749 -0.5943 0.163 0.119 0.099
C 2.9931 -1.4069 -0.4151 1.623 -1.195 -1.190
O 3.8937 -1.9469 -1.1047 -1.620 1.058 1.186
H 5.7645 -1.3154 -0.0088 0.097 0.220 0.250
H 6.7243 0.1122 0.4723 -0.206 -0.144 0.078
H 5.6507 -0.6744 1.6605 0.069 0.004 -0.176
H 3.9844 2.5490 0.6818 0.158 -0.035 0.133
H 4.6084 1.5894 2.0650 -0.026 0.125 -0.177
H 5.7268 2.2564 0.8558 -0.253 -0.105 0.041
H 4.1072 1.6045 -1.6599 0.207 -0.093 -0.065
H 5.8670 1.3969 -1.4037 -0.232 -0.087 -0.017
H 4.8689 0.0052 -1.9312 0.054 0.343 0.029
H 2.3322 1.4212 1.4522 -0.009 -0.349 -0.211
H -0.1735 1.7332 1.4542 0.105 -0.529 0.438
H -0.6251 -1.9797 2.4977 -0.309 0.015 -0.013
H -4.8809 -1.4824 3.1037 0.295 0.241 -0.374
H -2.2424 1.9850 2.5752 -0.337 -0.890 -0.398
H -0.2918 -1.8439 0.4948 0.399 0.224 -0.214
H 2.5019 -2.8339 -2.7761 -0.284 -0.114 -0.095
H 1.2436 -4.0800 -3.0570 0.053 0.195 0.064
H 0.7754 -2.3701 -2.8197 0.137 -0.181 -0.090
H -0.1616 -4.0624 0.3823 -0.075 0.033 -0.217
H -0.7873 -3.1800 -1.0551 0.055 -0.211 0.142
H -0.2037 -4.8464 -1.2099 0.087 0.214 0.101
H 2.3215 -4.6569 0.4863 0.063 -0.041 -0.171
H 2.1364 -5.4063 -1.1217 0.065 0.179 0.138
H 3.4016 -4.1711 -0.8545 -0.233 -0.191 0.113
C -5.4852 1.5154 -1.2737 0.015 -0.062 1.006
Li -3.6343 2.6952 1.5189 -0.640 -0.361 -1.541
C -4.4793 0.6017 -0.8658 -0.162 1.029 -0.511
C -3.2313 1.2820 -0.7534 -0.244 0.387 -0.188
C -3.4762 2.6482 -1.1416 -0.312 -0.468 0.955
C -4.9181 2.8276 -1.2583 0.632 -0.565 -0.755
C -5.4314 4.1298 -1.4155 0.252 0.587 -0.024
C -4.5444 5.2112 -1.5089 -0.343 -0.197 -0.159
C -3.1476 4.9910 -1.6167 0.433 -0.262 0.043
C -2.6154 3.7057 -1.4752 0.039 0.814 0.332
H -6.5389 1.3173 -1.4925 0.431 -0.117 0.360
H -4.6294 -0.4540 -0.6985 -0.017 -0.111 -0.053
H -2.2326 0.8552 -0.6312 -0.393 -0.049 -0.141
H -6.5164 4.2798 -1.4796 0.440 0.052 0.067
H -4.9185 6.2445 -1.5681 0.096 -0.602 -0.064
H -2.4742 5.8383 -1.8225 -0.416 -0.455 0.078
H -1.5499 3.4870 -1.6210 -0.323 0.319 0.162
```
Positions in Å, forces in eV/Å.

2.
Formula: C30H31MnN4S4Sb
Source: the Open Molecules 2025 dataset
Level of theory: ωB97M-V with the def2-TZVPD basis set

The multiplicity is 1. The LUMO energy (spin up / spin down) is -4.4 / -4.3 eV. As for the orbital gap (spin up / spin down): 6.72 / 6.74 eV. The total energy is -4364.5761 a.u. As for the strongest force on any atom: 0.52 eV/A. The relative energy (zero: lowest compared OMol25 entry of this formula, charge and spin) is 0.0 kcal per mole. Its total charge is +1.

Structure (XYZ):
```
71
Properties=species:S:1:pos:R:3:forces:R:3
Mn 0.5872 1.5338 -0.7575 -0.321 -0.396 0.080
C -0.4771 -3.6136 1.2965 0.056 -0.020 -0.023
C -1.9038 -3.3063 1.6509 -0.053 -0.004 0.040
C -2.5446 -3.9907 2.6815 0.004 0.009 -0.035
C -3.8641 -3.7291 3.0106 -0.020 0.002 0.013
C -4.5825 -2.7675 2.3145 0.004 0.007 -0.006
C -3.9635 -2.0614 1.2976 0.015 -0.018 0.038
C -2.6396 -2.3312 0.9745 0.055 0.029 -0.041
N -2.0180 -1.5731 -0.0733 0.010 0.076 0.057
C -1.2115 -0.5145 0.1554 -0.051 -0.070 -0.009
N -0.9027 -0.2498 1.4299 0.000 0.004 -0.061
C -0.2024 0.8557 1.9625 -0.037 -0.040 0.107
C 0.5008 1.7471 1.1638 0.047 0.054 0.031
C 1.1784 2.7997 1.7890 -0.057 -0.063 0.052
C 1.1388 2.9547 3.1606 -0.030 -0.032 -0.016
C 0.4202 2.0512 3.9364 0.012 0.022 -0.012
C -0.2585 0.9933 3.3618 0.041 0.024 -0.080
C -1.0269 0.0185 4.2114 -0.018 -0.031 0.021
N -0.7505 0.2177 -0.8521 0.055 0.013 0.164
C -1.2046 -0.1153 -2.1752 0.090 0.010 0.057
C -0.3897 -0.9031 -2.9795 -0.005 -0.006 -0.058
C -0.7638 -1.1794 -4.2834 -0.070 0.036 0.004
C -1.9586 -0.6626 -4.7698 0.040 -0.013 0.025
C -2.7661 0.1147 -3.9543 0.000 0.025 -0.014
C -2.4111 0.4069 -2.6396 -0.030 -0.028 -0.097
C -3.2982 1.2511 -1.7707 0.014 0.034 0.008
H -0.2080 -4.6108 1.6388 0.002 -0.004 0.006
H 0.2149 -2.9090 1.7646 0.000 0.026 0.012
H -0.3130 -3.5637 0.2208 -0.002 -0.004 -0.025
H -1.9992 -4.7531 3.2225 0.018 -0.020 0.006
H -4.3356 -4.2836 3.8101 -0.016 -0.009 0.014
H -5.6142 -2.5659 2.5644 -0.026 0.006 0.006
H -4.4964 -1.2958 0.7490 -0.018 0.015 -0.018
H -2.3076 -1.7124 -1.0308 0.020 -0.038 0.012
H -1.3463 -0.8563 2.1057 -0.008 0.012 -0.018
H 1.7455 3.5017 1.1915 0.017 0.010 -0.017
H 1.6640 3.7746 3.6298 0.016 0.021 0.018
H 0.3837 2.1700 5.0112 0.014 0.020 0.028
H -0.9613 0.2972 5.2600 -0.004 0.010 0.013
H -0.6367 -1.0002 4.1276 0.022 -0.023 -0.016
H -2.0878 -0.0095 3.9483 -0.033 0.013 -0.011
H 0.5450 -1.2757 -2.5783 0.017 0.001 0.018
H -0.1308 -1.7852 -4.9163 0.018 -0.012 -0.006
H -2.2603 -0.8628 -5.7886 -0.003 -0.004 -0.017
H -3.6887 0.5228 -4.3472 -0.020 0.004 -0.007
H -3.9442 1.8765 -2.3826 -0.012 -0.007 -0.007
H -2.7197 1.9033 -1.1162 0.005 0.014 -0.002
H -3.9403 0.6295 -1.1412 0.007 -0.012 0.039
S 0.8872 6.1791 -4.1595 0.284 0.351 -0.087
Sb -0.6570 4.7173 -3.7634 0.010 -0.475 -0.173
S 0.4477 2.6045 -3.1504 0.017 0.463 0.185
S 0.1120 3.5717 -1.2354 0.421 -0.178 -0.003
S -2.8062 4.4490 -3.8420 -0.476 0.024 -0.031
C 2.5962 -1.6480 0.2617 -0.084 -0.064 0.071
C 3.6717 -0.6803 -0.1194 0.243 0.038 -0.013
C 5.0137 -1.0071 -0.0286 -0.113 0.022 0.017
C 5.9845 -0.0890 -0.4069 0.063 0.002 0.001
C 5.6488 1.1724 -0.8795 -0.073 -0.002 -0.002
C 4.3217 1.5575 -0.9861 0.181 -0.112 0.035
C 3.9352 2.9066 -1.4974 -0.011 0.096 -0.021
C 3.3524 0.6074 -0.6011 -0.398 -0.031 0.132
N 2.0314 0.9295 -0.6970 0.168 0.233 -0.350
H 3.0016 -2.4399 0.8889 0.013 -0.020 -0.014
H 2.1650 -2.1139 -0.6275 -0.021 0.000 -0.022
H 1.7847 -1.1587 0.8021 0.031 0.020 -0.004
H 5.3057 -1.9810 0.3415 -0.009 -0.009 0.003
H 7.0284 -0.3627 -0.3295 0.017 -0.004 -0.002
H 6.4290 1.8636 -1.1681 -0.001 0.021 -0.005
H 4.8211 3.4708 -1.7795 0.000 0.011 -0.011
H 3.3951 3.4784 -0.7412 -0.023 -0.009 0.031
H 3.2799 2.8340 -2.3664 -0.003 -0.019 -0.011
```
Positions in Å, forces in eV/Å.

3.
Formula: C30H31N5O3PRbS
Source: the Open Molecules 2025 dataset
Level of theory: ωB97M-V with the def2-TZVPD basis set

The multiplicity is 1. The LUMO energy is 4.0 eV. As for the orbital gap: 5.52 eV. The total energy is -2424.9877 a.u. As for the strongest force on any atom: 1.40 eV/A. Its total charge is -2.

Structure (XYZ):
```
72
Properties=species:S:1:pos:R:3:forces:R:3
Rb 0.8215 1.5263 0.7183 0.314 0.052 0.513
N 4.4807 2.5489 -0.7246 -0.410 0.308 -0.083
C 4.3387 1.5669 0.2556 0.609 -0.244 -0.068
S 5.3516 0.2146 0.0707 0.263 -0.653 -0.056
N 3.5178 1.8696 1.2200 -0.476 0.996 0.162
N 3.2259 0.8991 2.1315 0.602 -0.748 0.064
C 2.6937 1.2565 3.2335 -0.074 -0.001 0.131
C 2.4006 2.6146 3.7494 -0.136 0.188 -0.192
C 3.3780 3.2979 4.4404 0.186 0.084 0.129
C 3.1467 4.5450 5.0105 0.325 0.140 0.180
C 1.8886 5.1093 4.8675 -0.020 0.195 0.096
C 0.8915 4.4467 4.1856 -0.248 0.148 -0.114
C 1.0869 3.1707 3.5875 0.350 0.233 0.547
O 0.1523 2.5573 2.9762 -0.499 -0.027 0.265
H 4.8280 2.1747 -1.5969 -0.041 -0.017 0.223
H 3.6540 3.1275 -0.8242 0.073 -0.002 0.024
H 2.4334 0.4344 3.9018 -0.048 -0.137 -0.093
H 4.3538 2.8338 4.5427 0.034 0.008 -0.037
H 3.9324 5.0676 5.5493 -0.041 -0.066 -0.058
H 1.6853 6.0886 5.3006 -0.006 -0.088 -0.045
H -0.0877 4.9054 4.0750 0.010 -0.088 -0.014
N -0.1900 -1.2226 2.0979 0.404 -0.236 -0.062
C -0.9167 -0.5130 3.1313 -0.409 -0.126 0.390
C -2.3590 -0.2361 2.6827 0.227 0.280 0.010
C -2.4594 1.0259 1.8147 -0.462 -0.190 0.407
N -1.9674 0.7796 0.4709 -0.284 0.361 -0.329
H -0.4629 -2.2004 2.0817 0.164 0.148 -0.089
H 0.8122 -1.1578 2.2473 -0.014 -0.168 0.022
H -0.4202 0.4444 3.3068 0.003 -0.028 0.120
H -0.9291 -1.0723 4.0924 -0.032 0.227 -0.211
H -2.9858 -0.0962 3.5675 -0.067 -0.030 0.041
H -2.7391 -1.0941 2.1194 -0.100 -0.099 0.042
H -1.8471 1.7942 2.2865 -0.029 0.134 -0.026
H -3.5084 1.3830 1.8080 0.242 -0.037 0.060
H -1.5369 1.6076 0.0750 -0.609 0.062 -0.172
H -2.7181 0.4881 -0.1445 0.120 0.104 0.031
O 0.7624 1.0237 -1.7214 0.566 0.113 -1.279
C -0.1480 1.7915 -2.1270 0.118 0.098 -0.785
O -0.3128 2.9771 -1.8318 -0.290 0.571 0.237
C -1.0888 1.0949 -3.0880 0.206 -0.216 0.200
C -1.6189 1.7008 -4.2155 -0.047 0.104 -0.041
C -2.2739 0.9309 -5.1609 0.000 0.125 -0.035
C -2.4371 -0.4291 -4.9472 -0.149 -0.101 -0.152
C -1.9639 -1.0187 -3.7891 -0.053 0.055 -0.057
C -1.2638 -0.2666 -2.8532 -0.216 0.260 -0.103
P -0.4555 -0.9631 -1.3496 -0.152 -1.194 0.003
C 0.6198 -2.1086 -2.3203 0.054 -0.112 0.039
C 0.1845 -3.3241 -2.8463 0.062 -0.012 -0.011
C 1.0364 -4.1159 -3.5947 -0.026 -0.176 -0.102
C 2.3385 -3.7072 -3.8319 0.097 -0.025 -0.076
C 2.7898 -2.5114 -3.2949 0.146 -0.125 -0.151
C 1.9372 -1.7217 -2.5445 -0.012 0.094 0.126
C -1.7636 -2.1918 -0.9081 -0.041 0.193 0.141
C -3.1202 -1.9148 -1.0532 0.113 0.011 -0.091
C -4.0824 -2.7383 -0.5005 -0.221 -0.131 0.170
C -3.7022 -3.8398 0.2491 -0.171 -0.099 0.072
C -2.3541 -4.1033 0.4501 -0.014 -0.143 0.127
C -1.3999 -3.2870 -0.1234 0.028 0.038 -0.123
H -1.4825 2.7632 -4.3646 0.070 0.063 0.064
H -2.6358 1.3845 -6.0747 -0.054 0.028 -0.038
H -2.9283 -1.0352 -5.6988 -0.054 -0.041 -0.001
H -2.1229 -2.0755 -3.6359 0.021 -0.100 0.030
H -0.8238 -3.6695 -2.6644 -0.031 0.007 -0.014
H 0.6790 -5.0583 -3.9968 0.007 0.008 -0.006
H 2.9960 -4.3221 -4.4340 0.064 -0.023 0.020
H 3.8138 -2.2006 -3.4544 0.026 0.066 0.035
H 2.2832 -0.7927 -2.1193 0.125 0.114 0.028
H -3.4235 -1.0396 -1.6149 -0.068 -0.034 -0.056
H -5.1338 -2.5108 -0.6369 -0.003 -0.013 -0.005
H -4.4505 -4.4873 0.6865 -0.059 -0.015 0.049
H -2.0552 -4.9374 1.0773 0.007 -0.009 -0.085
H -0.3445 -3.4844 0.0252 0.028 -0.062 0.064
```
Positions in Å, forces in eV/Å.